Density functional theory data (wB97M-V/def2-TZVPD) for a cluster of 10 separate species, C54H126N2O26 in total.

As for the SMILES: COCCOCCOC.COCCOCCOC.COCCOCCOC.COCCOCCOC.COCCOCCOC.COCCOCCOC.COCCOCCOC.COCCOCCOC.CN(C)C=O.CN(C)C=O. The HOMO-LUMO gap comes out at 9.14 eV. The value obtained for the energy above the lowest of the compared OMol25 structures with the same formula, charge and spin is 0.000 eV. The charge is 0.

Each line ends with the Löwdin charge.
Atoms and positions in Å:
1 C 5.5947 -1.0370 -4.4744  -0.10
2 O 4.6773 -0.2660 -3.7304  -0.23
3 C 5.2608 0.6945 -2.8731  -0.18
4 C 6.0762 0.0525 -1.7534  -0.19
5 O 5.8659 0.7328 -0.5407  -0.15
6 C 6.5603 0.2229 0.5538  -0.16
7 C 6.0242 -1.0787 1.1759  -0.24
8 O 6.2316 -2.2408 0.4166  -0.19
9 C 7.4928 -2.8318 0.5929  -0.10
10 H 6.5085 -0.4818 -4.7056  0.09
11 H 5.0727 -1.3505 -5.3789  0.08
12 H 5.9155 -1.9675 -3.9905  0.08
13 H 4.4189 1.2302 -2.4230  0.13
14 H 5.7658 1.4511 -3.4843  0.13
15 H 7.1199 0.1203 -2.0951  0.13
16 H 5.8120 -1.0022 -1.6532  0.11
17 H 6.5262 0.9611 1.3585  0.14
18 H 7.6251 0.1058 0.3020  0.12
19 H 4.9398 -0.9448 1.2579  0.04
20 H 6.3268 -1.0969 2.2292  0.13
21 H 7.7457 -3.0438 1.6388  0.09
22 H 8.2934 -2.1517 0.2681  0.08
23 H 7.5490 -3.7410 0.0004  0.09
24 C -1.3498 5.8380 1.9549  -0.10
25 O -2.1098 6.6751 1.1249  -0.20
26 C -2.6926 7.8129 1.7227  -0.19
27 C -3.7029 8.4366 0.7581  -0.18
28 O -4.7720 7.5192 0.6777  -0.15
29 C -5.9064 8.0121 -0.0163  -0.18
30 C -5.9226 7.6087 -1.4885  -0.20
31 O -6.2907 6.2478 -1.5914  -0.21
32 C -6.1464 5.7300 -2.9038  -0.09
33 H -1.2162 4.8877 1.4388  0.07
34 H -1.6737 5.7890 2.9968  0.09
35 H -0.3038 6.1820 1.9916  0.08
36 H -1.8803 8.5016 1.9865  0.13
37 H -3.1844 7.5171 2.6566  0.12
38 H -3.1467 8.6729 -0.1553  0.13
39 H -4.0565 9.3846 1.1748  0.13
40 H -6.0978 9.0843 0.0733  0.13
41 H -6.7115 7.4917 0.5095  0.13
42 H -4.8786 7.6874 -1.8192  0.11
43 H -6.5974 8.2436 -2.0669  0.13
44 H -6.7724 6.2938 -3.5993  0.09
45 H -6.3819 4.6725 -2.8159  0.08
46 H -5.1042 5.8081 -3.2387  0.08
47 C -4.1574 3.1647 4.0435  -0.10
48 O -5.4606 3.6908 4.0703  -0.16
49 C -5.6957 4.7659 3.1990  -0.20
50 C -5.5231 4.4817 1.7328  -0.19
51 O -6.3462 3.4513 1.2428  -0.12
52 C -6.0244 2.8915 -0.0004  -0.18
53 C -7.0192 1.7706 -0.2532  -0.21
54 O -6.4922 0.9016 -1.2131  -0.20
55 C -7.3190 -0.1586 -1.6265  -0.11
56 H -3.9874 2.7485 3.0439  0.07
57 H -4.0332 2.4272 4.8301  0.08
58 H -3.3877 3.9361 4.1906  0.08
59 H -5.1078 5.6411 3.5091  0.12
60 H -6.7060 5.1433 3.3822  0.13
61 H -4.4709 4.2481 1.5076  0.12
62 H -5.7291 5.3706 1.1292  0.11
63 H -5.0272 2.4363 0.0473  0.12
64 H -6.0397 3.6590 -0.7780  0.11
65 H -7.9455 2.2210 -0.6410  0.13
66 H -7.3397 1.3473 0.7039  0.13
67 H -8.1483 0.2434 -2.2226  0.09
68 H -7.8020 -0.7047 -0.8089  0.09
69 H -6.6964 -0.8306 -2.2102  0.09
70 C -1.7605 1.5471 0.6560  -0.08
71 O -1.8606 1.6361 -0.7461  -0.20
72 C -2.5529 0.6153 -1.4018  -0.20
73 C -1.9890 -0.7694 -1.0975  -0.20
74 O -0.5835 -0.8268 -1.0883  -0.13
75 C -0.0067 -0.6289 -2.3744  -0.16
76 C 1.4968 -0.7454 -2.2055  -0.19
77 O 1.9062 -1.9204 -1.5581  -0.16
78 C 3.3034 -2.1234 -1.6318  -0.09
79 H -1.3049 2.4929 0.9575  0.08
80 H -1.1387 0.7121 0.9841  0.08
81 H -2.7308 1.5287 1.1676  0.08
82 H -2.6886 0.8152 -2.4665  0.13
83 H -3.6088 0.5355 -1.0970  0.12
84 H -2.4953 -1.4196 -1.8300  0.14
85 H -2.2500 -1.1857 -0.1228  0.10
86 H -0.3249 0.3591 -2.7189  0.13
87 H -0.4010 -1.4138 -3.0289  0.12
88 H 1.7772 0.1440 -1.6205  0.11
89 H 2.0439 -0.6449 -3.1514  0.10
90 H 3.8498 -1.2397 -1.2909  0.07
91 H 3.5714 -2.3356 -2.6736  0.08
92 H 3.5607 -3.0089 -1.0555  0.10
93 C 4.0736 -6.9458 6.1284  -0.12
94 O 3.2698 -7.5001 5.1214  -0.18
95 C 3.6497 -7.1361 3.8113  -0.21
96 C 2.4507 -7.1107 2.9023  -0.21
97 O 1.4981 -6.1652 3.3134  -0.14
98 C 0.4339 -5.9736 2.3954  -0.18
99 C -0.6002 -5.0897 3.0631  -0.19
100 O -1.5039 -4.5646 2.1061  -0.20
101 C -1.0685 -3.4036 1.4368  -0.10
102 H 5.1154 -7.2563 5.9828  0.09
103 H 3.7656 -7.2696 7.1199  0.09
104 H 4.0333 -5.8509 6.1301  0.09
105 H 4.3562 -7.8992 3.4555  0.13
106 H 4.2379 -6.2129 3.7976  0.12
107 H 1.9929 -8.0865 2.7055  0.13
108 H 2.8149 -6.7694 1.9163  0.13
109 H 0.0759 -6.9189 1.9866  0.13
110 H 0.8604 -5.3078 1.6295  0.12
111 H -0.1282 -4.2528 3.5858  0.13
112 H -1.1906 -5.6350 3.8019  0.13
113 H -0.1629 -3.6056 0.8537  0.07
114 H -0.9284 -2.5454 2.0993  0.09
115 H -1.8160 -3.1917 0.6721  0.08
116 C -0.4327 -4.7324 -2.2070  -0.08
117 O 0.7070 -4.8418 -3.0439  -0.17
118 C 1.7663 -5.4518 -2.3667  -0.23
119 C 2.9913 -5.5494 -3.2452  -0.19
120 O 2.6466 -6.2314 -4.4332  -0.12
121 C 3.1779 -5.6350 -5.5857  -0.19
122 C 4.6937 -5.7412 -5.8164  -0.22
123 O 5.1629 -7.0556 -5.9601  -0.16
124 C 5.2941 -7.7234 -4.7195  -0.10
125 H -1.2525 -4.3340 -2.8057  0.09
126 H -0.1854 -3.9575 -1.4740  0.07
127 H -0.7705 -5.6836 -1.7919  0.09
128 H 1.5038 -6.4409 -1.9597  0.13
129 H 1.9831 -4.8893 -1.4443  0.11
130 H 3.8441 -5.9715 -2.7086  0.13
131 H 3.2572 -4.5017 -3.4395  0.11
132 H 2.8668 -4.5831 -5.6450  0.11
133 H 2.7178 -6.1280 -6.4459  0.13
134 H 5.2677 -5.2620 -5.0058  0.11
135 H 4.9276 -5.0664 -6.6445  0.12
136 H 5.9907 -7.2196 -4.0471  0.09
137 H 5.7276 -8.7093 -4.9123  0.09
138 H 4.3070 -7.9741 -4.3295  0.09
139 C -4.9434 -1.6156 1.9551  -0.10
140 O -5.5149 -2.5887 2.8023  -0.16
141 C -4.5869 -3.4194 3.4835  -0.19
142 C -3.8923 -2.7043 4.6247  -0.20
143 O -3.0259 -1.7005 4.1483  -0.15
144 C -2.3715 -1.0192 5.2025  -0.19
145 C -1.5594 0.1449 4.6976  -0.19
146 O -0.3152 -0.2751 4.1408  -0.17
147 C 0.4199 0.8510 3.7223  -0.12
148 H -4.1170 -1.9155 1.2982  0.08
149 H -4.4911 -0.7909 2.5131  0.08
150 H -5.7660 -1.2528 1.3438  0.08
151 H -3.8296 -3.8359 2.8105  0.11
152 H -5.1611 -4.2615 3.8687  0.13
153 H -3.3081 -3.4409 5.1930  0.13
154 H -4.6721 -2.3277 5.2972  0.13
155 H -1.7129 -1.7536 5.6839  0.13
156 H -3.0737 -0.6791 5.9707  0.13
157 H -1.3014 0.6898 5.6148  0.13
158 H -2.0842 0.7531 3.9589  0.12
159 H 0.2339 1.2127 2.7064  0.07
160 H 1.4735 0.5701 3.6624  0.08
161 H 0.4064 1.6953 4.4165  0.09
162 C 4.2380 -1.8114 2.7097  -0.14
163 O 4.0048 -0.4689 2.3980  -0.20
164 C 3.0305 -0.3231 1.3840  -0.16
165 C 3.1275 0.9991 0.6414  -0.13
166 O 2.9265 1.9904 1.6603  -0.15
167 C 2.6243 3.2760 1.1621  -0.19
168 C 2.5226 4.2742 2.3025  -0.19
169 O 1.2712 4.0847 2.9615  -0.20
170 C 1.2771 4.8626 4.1479  -0.13
171 H 4.5825 -2.5046 1.9316  0.10
172 H 3.3364 -2.2148 3.1906  0.11
173 H 5.0351 -1.8948 3.4546  0.11
174 H 2.0631 -0.2967 1.8907  0.12
175 H 3.0515 -1.1422 0.6594  0.11
176 H 2.3557 1.1422 -0.1231  0.11
177 H 4.0995 1.2587 0.2035  0.11
178 H 1.6685 3.2144 0.6275  0.13
179 H 3.4269 3.6081 0.4906  0.13
180 H 2.5230 5.3009 1.9208  0.13
181 H 3.3597 4.1002 2.9844  0.13
182 H 0.3925 4.6883 4.7612  0.09
183 H 1.2611 5.9269 3.8884  0.08
184 H 2.1362 4.6522 4.7899  0.09
185 C 2.0405 0.3031 -6.1214  -0.05
186 N 0.9538 -0.5745 -5.7516  -0.19
187 C 1.3216 -1.9897 -5.6574  -0.03
188 C -0.3207 -0.1938 -5.6535  -0.37
189 O -1.2714 -0.8972 -5.3559  0.00
190 H 1.6831 1.3037 -6.3646  0.09
191 H 2.6024 -0.0712 -6.9788  0.09
192 H 2.7408 0.3896 -5.2870  0.07
193 H 1.5832 -2.3762 -6.6433  0.09
194 H 2.1301 -2.0574 -4.9290  0.08
195 H 0.4271 -2.5050 -5.3108  0.09
196 H -0.4326 0.9022 -5.7546  0.14
197 C -2.8169 4.6962 -1.2322  -0.06
198 N -1.8016 5.1411 -2.1667  -0.16
199 C -0.8105 4.1367 -2.5494  -0.02
200 C -1.7836 6.4139 -2.6162  -0.34
201 O -0.9115 6.8619 -3.3369  0.00
202 H -3.6577 5.3906 -1.1361  0.07
203 H -2.4701 4.6760 -0.1985  0.06
204 H -3.2258 3.7378 -1.5463  0.09
205 H -1.3117 3.3966 -3.1750  0.09
206 H -0.0018 4.5892 -3.1152  0.08
207 H -0.4437 3.6750 -1.6352  0.08
208 H -2.6250 6.9644 -2.1668  0.12

Cartesian forces, eV/Å:
0.01 -0.25 -0.16
0.01 -0.11 -0.15
-1.08 0.19 0.31
0.63 0.10 -0.78
-0.15 0.27 -0.69
1.22 -0.82 0.99
-0.20 1.69 -1.76
0.40 -0.69 0.21
0.82 0.47 -0.08
-0.12 0.14 -0.23
0.16 0.17 -0.17
-0.13 0.11 0.42
-0.03 -0.14 0.07
0.51 -0.19 0.20
0.23 -0.19 0.58
0.03 0.04 -0.12
-0.19 0.18 -0.18
0.03 0.07 -0.10
2.30 0.06 -1.62
0.69 -0.42 -0.36
-0.43 -0.18 0.09
-0.04 -0.09 -0.22
-0.10 -0.05 0.02
1.45 0.57 -0.39
-0.68 -0.20 -0.41
0.41 -0.11 0.23
0.91 -0.38 1.16
0.29 0.86 -0.69
-0.81 -1.05 0.02
0.63 -0.48 0.69
-0.12 0.06 0.12
0.44 0.26 0.59
-0.59 -0.28 0.40
-0.48 -0.33 -0.14
-0.06 0.35 0.17
-0.19 0.36 -0.07
-0.19 0.06 -0.01
-0.44 -0.31 -0.45
0.00 0.08 0.07
0.48 0.13 0.21
-0.39 0.19 -0.34
-0.09 0.39 -0.44
0.05 0.09 -0.15
-0.18 -0.32 -0.15
-0.31 0.03 -0.38
0.02 0.06 -0.02
0.14 0.52 -0.84
-0.34 -0.18 0.60
-0.60 0.54 0.27
0.78 0.21 -1.43
-0.78 -0.40 1.13
0.45 -0.21 0.39
-1.11 1.06 -0.39
0.77 -0.40 0.43
-0.58 0.43 -0.01
0.29 -0.42 0.23
-0.28 -0.16 -0.06
-0.09 0.14 0.08
0.56 -0.11 -0.40
-0.22 -0.60 0.05
0.07 -0.10 0.08
0.08 0.29 0.34
0.20 0.09 -0.14
0.03 -0.04 -0.16
-0.06 0.02 -0.12
0.53 -0.57 0.02
0.09 -0.14 -0.25
0.35 0.00 0.25
-0.12 -0.04 -0.08
-0.02 0.49 0.05
0.00 0.52 -0.48
-1.01 -0.91 0.93
-0.06 -0.22 -0.27
0.11 -0.18 -0.24
-0.17 -1.07 0.61
0.23 1.12 -0.12
-0.38 -0.40 0.38
-0.46 -0.10 -0.63
0.22 -0.14 0.10
-0.05 -0.07 -0.04
-0.18 -0.31 -0.20
0.89 0.25 -0.05
-0.09 0.28 0.41
0.52 -0.30 -0.12
-0.33 0.54 0.11
0.43 0.02 -0.41
0.05 0.17 -0.25
0.23 -0.22 0.07
-0.32 0.00 -0.20
0.02 -0.17 0.04
0.22 0.20 0.01
-0.05 0.12 0.32
0.58 0.20 -0.14
-0.56 0.11 0.31
0.35 -0.76 0.46
0.05 0.83 -1.25
-0.26 -0.39 0.97
1.26 1.33 0.17
-0.61 0.09 0.11
-0.39 -0.34 0.18
0.21 -0.29 -0.67
0.10 0.08 0.12
-0.30 -0.29 -0.18
-0.01 0.05 -0.15
-0.09 -0.05 -0.29
-0.48 0.34 0.04
0.06 -0.15 0.50
0.21 -0.23 -0.05
-0.26 0.06 0.00
-0.20 -0.60 -0.64
0.36 -0.15 0.04
-0.03 -0.07 -0.07
0.23 0.21 0.24
-0.02 -0.04 0.09
-0.18 0.15 0.23
0.14 1.00 -0.49
-0.16 -0.56 -0.33
0.09 -0.53 1.08
-0.70 1.06 0.06
0.53 -0.03 0.31
0.23 -0.05 -0.92
-0.19 0.80 1.32
0.17 0.20 -0.51
-0.05 -1.17 -0.57
0.08 -0.06 -0.17
-0.30 -0.33 0.51
0.30 -0.05 0.24
-0.29 -0.17 -0.45
0.33 0.27 -0.15
-0.06 -0.38 -0.01
0.15 -0.06 -0.43
0.15 0.10 0.13
-0.14 -0.14 0.15
-0.26 -0.05 0.31
0.04 -0.73 -0.60
-0.35 0.30 0.24
0.21 0.19 -0.31
0.08 0.55 0.56
0.05 0.80 -0.01
0.47 -0.43 -0.15
0.26 0.31 -0.23
-0.11 -0.64 0.11
-0.33 0.43 0.00
0.20 -0.75 -0.46
0.72 -0.55 0.48
-0.53 0.23 -0.13
1.51 -0.04 -0.27
-0.22 -0.81 0.03
-0.36 0.09 0.15
0.05 0.16 -0.11
-0.02 0.14 -0.20
-0.04 0.06 0.18
0.01 -0.11 0.06
0.12 0.40 0.05
0.23 0.23 0.20
-0.22 0.13 -0.15
-0.25 0.58 -0.20
-0.31 0.14 0.19
-0.72 -0.01 0.09
-0.01 -0.20 0.24
-0.43 -0.02 0.11
-1.30 -1.67 2.47
-0.81 0.74 0.85
-1.20 0.39 -0.46
0.55 1.45 1.12
-0.33 0.30 0.50
0.18 -0.20 0.12
-0.77 -0.62 -0.50
0.46 -0.01 0.80
-0.40 0.25 0.02
-0.68 0.35 -0.27
0.04 -0.15 -0.17
-0.24 0.42 0.13
-0.19 -0.36 -0.31
0.01 -0.12 0.21
-0.11 -0.52 0.14
-0.35 -0.71 -0.09
0.02 0.29 -0.19
-0.11 0.05 -0.18
0.37 0.01 -0.10
0.00 0.14 0.09
-0.17 -0.33 -0.34
0.22 0.10 0.07
0.18 -0.04 -0.16
0.06 0.45 0.29
0.91 -0.91 -0.64
-0.85 0.68 0.25
-0.72 0.67 0.67
0.20 -0.06 -0.31
-0.14 -0.05 0.03
-0.17 -0.14 -0.10
0.09 0.00 0.00
0.28 -0.03 0.06
0.10 -0.39 -0.13
0.23 -0.23 0.14
-0.01 -0.04 -0.23
-0.59 0.34 0.23
-0.30 -0.19 0.20
-0.47 0.52 0.06
0.80 -0.75 0.36
-0.41 0.41 -0.12
0.09 0.20 -0.51
0.36 -0.51 -0.13
0.13 -0.14 0.14
0.15 -0.25 0.08
-0.04 0.18 0.07
0.12 -0.24 -0.11
0.00 0.40 -0.30